The following is a DFT calculation (wB97M-V/def2-TZVPD) of a cluster of 3 separate species, C2H8O4 in total in a non-equilibrium geometry.

Each line ends with the Löwdin spin population.
Element x y z (Å)
O1 0.11 -0.14 -0.42  0.600
C1 -0.06 0.58 0.59  0.049
O2 0.89 1.35 1.11  0.052
C2 -1.40 0.68 1.27  0.057
H1 1.74 1.19 0.63  0.000
H2 -1.30 1.46 2.05  0.013
H3 -1.58 -0.33 1.73  -0.001
H4 -2.16 0.88 0.51  -0.001
H5 1.87 0.06 -0.89  0.004
H6 3.27 0.33 -1.46  0.001
O3 2.68 0.54 -0.70  0.029
H7 -0.98 -1.64 -1.09  -0.002
H8 -1.39 -2.66 -2.11  0.001
O4 -1.70 -2.29 -1.23  0.198

The spin multiplicity is 2. For the gap between HOMO and LUMO (alpha / beta), the calculation gives 12.03 / 4.66 eV. Its charge is +1.

---

The following is a DFT calculation (wB97M-V/def2-TZVPD) of a structure of composition C2H8O4 in a non-equilibrium geometry.

Each line ends with the Löwdin spin population.
Element x y z (Å)
H1 -0.09 1.34 -0.08  -0.001
O1 -1.05 1.86 0.67  0.074
O2 0.75 0.49 -0.44  0.108
H2 -1.69 1.06 0.53  -0.001
H3 -0.77 1.81 1.58  0.000
C1 0.52 -0.43 0.55  0.067
O3 -0.44 -0.44 1.30  0.670
C2 1.65 -1.37 0.60  0.070
H4 2.68 -1.14 0.36  0.005
H5 1.64 -2.02 1.51  -0.001
H6 1.47 -2.10 -0.25  0.003
O4 -1.47 0.71 -2.29  0.006
H7 -0.90 0.08 -1.87  0.000
H8 -2.30 0.16 -2.17  0.000

The spin multiplicity is 2. For the gap between HOMO and LUMO (alpha / beta), the calculation gives 10.78 / 5.19 eV. Its charge is +1.

---

Record order is preserved below.
E_tot: -10383.52610; -10382.66735 eV
Record order is preserved below.
Energy above the lowest of the compared OMol25 structures with the same formula, charge and spin: 65.76; 148.61 kJ/mol